[1]
Computed, not measured: C51H64As2N6OS6TeTi as an isolated structure, with wB97M-V/def2-TZVPD.

Properties
Energy (eV): -282015.317
Total charge: -1
Energy above the lowest of the compared OMol25 structures with the same formula, charge and spin (kJ/mol): 0.0
HOMO level (alpha / beta) (eV): -3.446 / -3.447
Kohn-Sham gap (alpha / beta) (eV): 4.7 / 4.7
Spin multiplicity: 2

CARTESIAN COORDINATES (ANGSTROEM)
Ti 0.279 -0.774 1.475
S 4.068 -1.001 4.034
As 2.187 -1.977 3.888
S 0.508 -0.501 3.951
S 1.820 -2.692 1.796
S 1.816 -3.547 5.253
C 5.437 -1.725 -1.507
C 4.180 -2.119 -0.683
N 3.453 -0.924 -0.338
C 4.210 -0.120 0.604
C 5.582 0.231 -0.009
N 5.540 -0.224 -1.451
C 4.371 0.410 -2.162
C 3.085 -0.159 -1.501
H 5.366 -1.995 -2.561
H 6.365 -2.123 -1.097
H 4.449 -2.629 0.241
H 3.541 -2.790 -1.260
H 4.316 -0.658 1.549
H 3.633 0.768 0.826
H 6.416 -0.294 0.458
H 5.788 1.302 -0.016
H 6.398 0.063 -1.912
H 4.470 0.165 -3.221
H 4.474 1.487 -2.031
H 2.535 -0.793 -2.199
H 2.428 0.650 -1.184
C 0.674 -4.505 -2.768
As -0.050 -3.728 -1.101
C -0.290 -5.436 -0.165
C -1.916 -3.429 -1.744
C -2.622 -4.609 -2.319
C -2.586 -4.868 -3.690
C -3.219 -5.978 -4.230
C -3.909 -6.859 -3.409
C -3.955 -6.617 -2.042
C -3.319 -5.507 -1.507
H 0.069 -5.331 -3.145
H 1.680 -4.871 -2.556
H 0.742 -3.729 -3.533
H -0.728 -6.206 -0.801
H -0.918 -5.284 0.714
H 0.691 -5.748 0.191
H -1.822 -2.620 -2.470
H -2.432 -3.016 -0.878
H -2.053 -4.183 -4.339
H -3.176 -6.154 -5.298
H -4.406 -7.725 -3.828
H -4.486 -7.297 -1.388
H -3.353 -5.337 -0.437
C 1.996 9.240 -2.897
C 1.631 7.801 -2.646
C 1.369 6.930 -3.693
C 1.034 5.598 -3.473
C 0.741 4.752 -4.687
C 0.951 5.107 -2.157
Te 0.551 3.020 -1.798
N 1.443 0.830 1.289
C 1.425 1.977 1.767
O 0.284 2.646 2.147
C 2.647 2.780 2.086
C 3.146 2.757 3.384
C 4.332 3.414 3.681
C 5.023 4.102 2.691
C 4.530 4.121 1.392
C 3.349 3.455 1.092
C -1.546 3.208 -1.512
C -1.984 3.751 -0.309
C -3.338 3.931 -0.062
C -4.263 3.551 -1.020
C -3.829 2.972 -2.202
C -2.475 2.777 -2.468
C -2.071 2.057 -3.725
C 1.219 5.977 -1.088
C 1.164 5.585 0.366
C 1.551 7.305 -1.357
H 2.026 9.459 -3.965
H 2.975 9.476 -2.476
H 1.273 9.914 -2.435
H 1.427 7.295 -4.714
H 1.039 5.276 -5.596
H -0.327 4.544 -4.756
H 1.249 3.789 -4.652
H 2.627 2.175 4.136
H 4.729 3.368 4.687
H 5.947 4.615 2.930
H 5.062 4.660 0.616
H 2.951 3.464 0.081
H -1.262 4.017 0.451
H -3.661 4.357 0.880
H -5.323 3.684 -0.841
H -4.557 2.643 -2.936
H -2.949 1.814 -4.326
H -1.551 1.131 -3.474
H -1.390 2.652 -4.330
H 1.104 4.513 0.524
H 0.290 6.041 0.839
H 2.047 5.949 0.893
H 1.759 7.964 -0.519
N -1.277 -2.337 1.854
S -2.194 -1.969 3.118
C -1.967 -3.209 4.374
C -2.134 -4.555 4.078
C -1.928 -5.489 5.076
C -1.569 -5.073 6.353
C -1.395 -3.728 6.630
C -1.583 -2.782 5.632
C -3.878 -2.397 2.628
C -4.115 -3.186 1.516
C -5.420 -3.441 1.118
C -6.481 -2.898 1.832
C -6.237 -2.101 2.943
C -4.932 -1.844 3.341
H -0.783 -3.213 2.018
H -2.420 -4.869 3.081
H -2.036 -6.543 4.857
H -1.390 -5.809 7.127
H -1.056 -3.411 7.606
H -1.369 -1.735 5.802
H -3.265 -3.571 0.969
H -5.608 -4.057 0.247
H -7.499 -3.090 1.517
H -7.063 -1.672 3.496
H -4.730 -1.217 4.202
N -1.634 0.507 1.283
C -1.897 0.194 0.042
N -3.166 0.051 -0.439
S -0.576 -0.132 -1.028
H -2.464 0.592 1.865
H -0.436 2.012 1.952
H -3.923 -0.051 0.219
H -3.263 -0.416 -1.323


[2]
Computed, not measured: a 6-piece molecular cluster, C51H64FIN8O2 overall, with wB97M-V/def2-TZVPD.

Properties
Energy (eV): -80759.229
SMILES: CCCCCCCCCCCc1nc2c(F)c(CCCI)c(COC(C)=O)c(N)c2nc1C.c1ccncc1.c1ccncc1.c1ccncc1.c1ccncc1.c1ccncc1
HOMO level (eV): -7.814
Kohn-Sham gap (eV): 8.1

CARTESIAN COORDINATES (ANGSTROEM)
C 5.201 -0.997 2.433
C 6.513 -0.833 1.660
C 6.440 -1.344 0.202
C 6.516 -0.255 -0.866
C 5.239 0.584 -1.011
C 5.166 1.806 -0.069
C 4.598 3.069 -0.727
C 3.087 3.177 -0.539
C 2.449 4.271 -1.377
C 0.929 4.376 -1.176
C 0.099 3.667 -2.257
C 0.011 2.187 -1.992
N -0.921 1.817 -1.154
C -0.989 0.503 -0.823
C -1.947 0.042 0.101
F -2.766 0.968 0.627
C -2.049 -1.263 0.470
C -3.123 -1.746 1.417
C -4.438 -0.961 1.444
C -5.597 -1.874 1.869
I -6.615 -2.712 0.201
C -1.106 -2.190 -0.077
C -1.120 -3.635 0.311
O -1.689 -4.414 -0.765
C -0.955 -5.525 -1.080
C -0.597 -5.660 -2.535
O -0.641 -6.334 -0.243
C -0.158 -1.785 -0.983
N 0.758 -2.673 -1.564
C -0.094 -0.424 -1.370
N 0.850 -0.032 -2.260
C 0.916 1.234 -2.580
C 1.994 1.616 -3.554
H 4.749 -1.961 2.203
H 4.497 -0.199 2.202
H 5.378 -0.975 3.509
H 7.277 -1.406 2.186
H 6.817 0.212 1.643
H 7.271 -2.034 0.042
H 5.533 -1.935 0.056
H 7.378 0.389 -0.674
H 6.712 -0.744 -1.824
H 5.181 0.941 -2.040
H 4.389 -0.074 -0.816
H 4.556 1.557 0.803
H 6.169 2.029 0.300
H 5.051 3.951 -0.274
H 4.835 3.051 -1.795
H 2.641 2.198 -0.754
H 2.881 3.376 0.517
H 2.659 4.124 -2.438
H 2.912 5.219 -1.092
H 0.664 3.913 -0.222
H 0.613 5.416 -1.095
H 0.490 3.869 -3.252
H -0.921 4.047 -2.223
H -3.386 -2.759 1.106
H -2.715 -1.842 2.427
H -4.396 -0.155 2.176
H -4.640 -0.541 0.464
H -6.335 -1.356 2.471
H -5.220 -2.713 2.450
H -0.104 -3.967 0.527
H -1.690 -3.817 1.216
H -0.705 -4.721 -3.067
H 0.446 -5.963 -2.580
H -1.224 -6.431 -2.978
H 1.483 -2.160 -2.052
H 1.201 -3.276 -0.881
H 1.717 2.442 -4.201
H 2.169 0.755 -4.195
H 2.931 1.811 -3.032
N -8.537 -0.372 3.113
C -8.406 0.916 2.796
C -8.472 1.943 3.724
C -8.685 1.615 5.055
C -8.823 0.281 5.399
C -8.740 -0.671 4.393
H -8.239 1.128 1.746
H -8.356 2.971 3.410
H -8.741 2.389 5.810
H -8.987 -0.022 6.423
H -8.835 -1.725 4.627
N 3.782 1.012 -6.526
C 4.892 1.693 -6.801
C 5.940 1.181 -7.552
C 5.830 -0.109 -8.043
C 4.681 -0.831 -7.764
C 3.690 -0.226 -7.005
H 4.943 2.698 -6.397
H 6.818 1.782 -7.744
H 6.626 -0.545 -8.632
H 4.552 -1.842 -8.125
H 2.775 -0.759 -6.767
N -2.951 -3.285 -4.571
C -3.468 -3.368 -5.795
C -4.307 -4.393 -6.208
C -4.624 -5.390 -5.299
C -4.094 -5.317 -4.022
C -3.267 -4.248 -3.706
H -3.196 -2.571 -6.478
H -4.699 -4.406 -7.215
H -5.276 -6.207 -5.582
H -4.316 -6.071 -3.278
H -2.836 -4.152 -2.717
N -6.541 -1.480 6.961
C -5.966 -2.590 7.418
C -5.097 -2.617 8.499
C -4.806 -1.424 9.140
C -5.396 -0.260 8.675
C -6.253 -0.342 7.589
H -6.214 -3.503 6.888
H -4.661 -3.551 8.826
H -4.132 -1.402 9.987
H -5.198 0.694 9.144
H -6.736 0.548 7.198
N 5.004 5.255 1.731
C 4.919 6.578 1.619
C 4.613 7.419 2.679
C 4.380 6.854 3.922
C 4.463 5.477 4.053
C 4.778 4.726 2.932
H 5.105 6.982 0.630
H 4.559 8.489 2.530
H 4.137 7.476 4.774
H 4.287 4.993 5.004
H 4.854 3.645 2.993


[3]
Computed, not measured: a 9-piece molecular cluster, C51H68F8N2O28 overall, with wB97M-V/def2-TZVPD.

Properties
Energy (eV): -136038.512
SMILES: CCCCCCCCCCCCCCC1=CC(=O)C(CC(=O)N(C)C)=C(N(C)C(C)=O)C1=O.O=C1OC[C@@H](F)O1.O=C1OC[C@@H](F)O1.O=C1OC[C@@H](F)O1.O=C1OC[C@@H](F)O1.O=C1OC[C@@H](F)O1.O=C1OC[C@@H](F)O1.O=C1OC[C@@H](F)O1.O=C1OC[C@@H](F)O1
HOMO level (eV): -8.905
Kohn-Sham gap (eV): 8.7

CARTESIAN COORDINATES (ANGSTROEM)
C 4.022 -1.577 3.277
C 2.662 -2.217 3.684
C 1.764 -1.305 4.583
C 0.295 -1.311 4.059
C 0.153 -0.109 3.050
C 0.324 -0.540 1.561
C 1.532 0.200 0.957
C 1.710 -0.059 -0.558
C 2.295 1.152 -1.334
C 3.425 1.894 -0.584
C 2.993 3.245 0.048
C 2.292 4.216 -0.940
C 1.165 4.968 -0.194
C -0.055 4.053 0.026
C -1.086 4.593 0.993
C -0.831 5.509 1.889
C -1.986 5.874 2.801
O -2.204 6.986 3.138
C -2.848 4.684 3.211
C -3.300 4.621 4.662
C -2.059 4.861 5.564
O -1.899 5.956 5.992
N -1.149 3.811 5.833
C -0.165 4.266 6.848
C -0.354 3.450 4.646
C -3.119 3.776 2.302
N -3.886 2.618 2.585
C -5.321 2.907 2.841
C -3.738 1.609 1.568
C -4.725 1.514 0.393
O -2.842 0.843 1.599
C -2.502 4.047 0.934
O -3.077 3.890 -0.092
H 4.882 -2.012 3.795
H 4.001 -0.518 3.568
H 4.134 -1.637 2.190
H 2.829 -3.149 4.232
H 2.093 -2.467 2.785
H 1.758 -1.638 5.627
H 2.179 -0.290 4.589
H -0.446 -1.222 4.860
H 0.051 -2.207 3.487
H 0.870 0.688 3.280
H -0.845 0.315 3.223
H -0.587 -0.276 1.008
H 0.449 -1.627 1.490
H 2.454 -0.119 1.454
H 1.329 1.267 1.105
H 0.703 -0.237 -0.975
H 2.272 -0.978 -0.767
H 2.733 0.746 -2.258
H 1.462 1.793 -1.640
H 3.875 1.248 0.174
H 4.237 2.111 -1.295
H 2.416 3.099 0.969
H 3.911 3.751 0.376
H 1.942 3.754 -1.868
H 3.017 4.989 -1.230
H 1.613 5.290 0.752
H 0.810 5.842 -0.755
H 0.333 3.139 0.510
H -0.499 3.717 -0.918
H 0.140 5.969 2.026
H -4.005 5.427 4.875
H -3.718 3.646 4.922
H -0.644 4.486 7.800
H 0.569 3.457 6.925
H 0.396 5.127 6.458
H 0.257 4.281 4.255
H -0.983 3.072 3.833
H 0.320 2.630 4.915
H -5.453 3.275 3.862
H -5.723 3.643 2.134
H -5.920 1.988 2.801
H -5.180 2.487 0.194
H -5.452 0.738 0.637
H -4.159 1.222 -0.491
C -2.835 0.635 -2.377
C -2.378 0.937 -3.780
O -1.368 -0.032 -3.994
C -1.697 -1.105 -3.227
O -1.223 -2.186 -3.357
O -2.634 -0.783 -2.301
F -1.826 2.167 -3.864
H -2.220 1.131 -1.624
H -3.877 0.895 -2.209
H -3.153 0.832 -4.542
C 0.839 -4.242 -3.695
C 1.563 -5.480 -4.153
O 2.523 -5.676 -3.128
C 1.975 -5.154 -1.987
O 2.376 -5.375 -0.890
O 0.916 -4.364 -2.270
F 2.213 -5.279 -5.328
H 1.337 -3.325 -4.008
H -0.192 -4.210 -4.028
H 0.934 -6.369 -4.237
C 3.377 -8.581 -1.338
C 4.136 -9.177 -0.183
O 3.100 -9.701 0.629
C 2.073 -10.024 -0.211
O 1.159 -10.721 0.082
O 2.240 -9.448 -1.430
F 4.805 -8.229 0.515
H 3.040 -7.563 -1.137
H 3.949 -8.586 -2.264
H 4.825 -9.978 -0.458
C -0.421 4.652 -8.200
C 0.343 4.056 -7.048
O -0.689 3.585 -6.198
C -1.740 3.276 -7.014
O -2.669 2.610 -6.697
O -1.582 3.823 -8.246
F 1.057 5.002 -6.388
H -0.717 5.685 -8.009
H 0.128 4.608 -9.138
H 1.000 3.227 -7.319
C -8.578 -2.319 0.953
C -9.363 -1.272 0.209
O -9.142 -0.108 0.987
C -7.921 -0.264 1.573
O -7.300 0.615 2.076
O -7.503 -1.551 1.501
F -10.688 -1.553 0.204
H -9.153 -2.769 1.763
H -8.205 -3.108 0.304
H -9.026 -1.096 -0.815
C 1.027 -3.285 -8.590
C 0.279 -2.573 -7.494
O 0.916 -1.310 -7.452
C 1.379 -1.067 -8.714
O 1.725 -0.005 -9.108
O 1.380 -2.205 -9.458
F 0.445 -3.188 -6.296
H 1.933 -3.771 -8.224
H 0.416 -4.020 -9.109
H -0.787 -2.437 -7.687
C 8.342 3.521 1.395
C 7.853 3.157 0.018
O 6.832 2.216 0.289
C 6.324 2.538 1.517
O 5.296 2.137 1.943
O 7.156 3.388 2.179
F 8.824 2.556 -0.712
H 9.101 2.827 1.761
H 8.735 4.534 1.450
H 7.438 3.993 -0.550
C -0.730 -6.830 4.185
C -1.511 -5.777 3.445
O -1.222 -4.602 4.178
C 0.021 -4.780 4.721
O 0.689 -3.912 5.168
O 0.391 -6.089 4.667
F -2.846 -6.014 3.502
H -1.287 -7.239 5.030
H -0.411 -7.649 3.543
H -1.211 -5.640 2.404